1.
56
Properties=species:S:1:pos:R:3:lowdin_charge:R:1 method="wB97M-V/def2-TZVPD" homo_ev="-3.26 / -3.06" lumo_ev="-0.103 / -0.178" relative_energy_kj_mol=23.6
C -0.76 0.85 -4.28 -0.078
C -0.89 0.44 -2.92 -0.408
N 0.08 0.85 -2.00 -0.097
C 0.91 1.86 -2.35 -0.382
C 0.91 2.40 -3.63 -0.089
C 0.09 1.88 -4.63 -0.114
C -1.96 -0.41 -2.49 -0.319
P -2.80 -0.61 -0.95 0.750
La 0.37 -0.81 -0.02 1.351
P 2.42 1.33 0.02 0.725
C 1.81 2.50 -1.31 -0.311
O -0.39 -3.45 -3.27 -0.072
O -0.19 -3.28 -0.43 -0.245
H -1.42 0.41 -5.03 0.096
H 1.58 3.24 -3.84 0.099
H 0.11 2.30 -5.65 0.098
C -4.19 0.53 -0.93 -0.241
C -3.36 -2.31 -0.78 -0.242
H 2.70 2.92 -1.81 0.083
H 1.27 3.32 -0.82 0.085
H -1.15 -3.67 -3.86 0.070
H -2.43 -0.95 -3.32 0.060
C 2.73 2.56 1.33 -0.288
C 4.10 1.04 -0.63 -0.315
H 2.47 -1.91 0.08 -0.030
H -0.13 -4.06 0.13 0.062
H -0.16 -3.59 -1.36 0.023
H 0.34 -3.26 -3.89 0.072
H -1.99 -0.47 0.27 -0.045
H 2.79 -1.20 -0.04 -0.045
H -5.04 0.20 -1.53 0.053
H -4.52 0.64 0.11 0.042
H -3.85 1.51 -1.31 0.058
H -4.24 -2.57 -1.37 0.053
H -2.55 -3.01 -1.00 0.024
H -3.61 -2.40 0.28 0.051
H 4.68 1.97 -0.66 0.039
H 4.59 0.31 0.03 0.029
H 4.04 0.61 -1.64 0.045
H 3.70 3.07 1.13 0.038
H 1.92 3.31 1.34 0.043
H 2.78 2.04 2.29 0.016
C -1.54 0.62 4.13 -0.183
Si 0.02 -0.37 3.76 0.263
C 1.45 0.55 4.54 -0.185
C -0.12 -2.02 4.68 -0.186
O 0.23 -0.53 2.13 -0.675
H -1.68 0.65 5.22 0.027
H -2.43 0.16 3.69 0.020
H -1.45 1.65 3.77 0.026
H 1.30 0.50 5.62 0.028
H 2.42 0.09 4.31 0.030
H 1.47 1.61 4.24 0.019
H -1.00 -2.59 4.38 0.022
H 0.77 -2.65 4.53 0.025
H -0.20 -1.84 5.76 0.027

=====

2.
35
Properties=species:S:1:pos:R:3:lowdin_charge:R:1 method="wB97M-V/def2-TZVPD" homo_ev=-7.75 lumo_ev=-1.075 relative_energy_kj_mol=101.1
Pt -0.36 -1.17 -0.09 0.766
Cl 6.68 -0.43 2.49 0.651
C 5.21 -0.62 1.58 -0.683
C 5.26 -0.80 0.19 -0.088
C 4.11 -0.92 -0.52 -0.001
C 2.81 -0.84 0.09 -0.357
O 1.80 -0.89 -0.67 -0.149
C 2.79 -0.69 1.52 -0.131
C 1.61 -0.69 2.30 -0.191
O 0.42 -0.73 1.96 -0.131
C 4.01 -0.58 2.23 -0.077
H 6.21 -0.86 -0.31 0.108
H 4.13 -1.05 -1.59 0.117
H 1.79 -0.64 3.39 0.138
H 3.97 -0.45 3.30 0.109
N -0.56 3.24 -1.08 0.164
C -0.97 1.96 -1.26 -0.651
N -1.33 1.63 -2.52 0.188
O -1.11 1.21 -0.30 -0.078
H -0.27 3.82 -1.84 0.099
H -0.22 3.48 -0.16 0.110
H -1.16 2.23 -3.30 0.107
H -1.54 0.66 -2.71 0.039
C -2.84 0.00 2.02 -0.336
S -2.66 -1.53 1.05 0.865
C -3.47 -1.07 -0.44 -0.986
C -2.96 -1.34 -1.68 -1.150
S -1.40 -1.95 -2.06 0.542
S -4.03 -1.00 -3.03 0.903
C -5.39 -0.43 -2.09 -1.483
S -6.80 0.07 -2.75 0.565
S -5.10 -0.44 -0.37 0.916
H -2.25 -0.14 2.92 0.042
H -3.89 0.13 2.28 0.035
H -2.46 0.83 1.44 0.027

=====

3.
24
Properties=species:S:1:pos:R:3:lowdin_charge:R:1 method="wB97M-V/def2-TZVPD" smiles=O.O.O.O.O.O.O.O homo_ev=-10.49 lumo_ev=-0.301 relative_energy_kj_mol=179.2
O 0.89 -3.65 0.74 -0.054
H 1.53 -2.97 0.53 -0.017
H 0.26 -3.23 1.34 0.034
O 0.35 2.70 2.35 -0.072
H -0.52 2.78 2.75 0.029
H 0.30 1.86 1.88 -0.005
O -3.16 1.74 0.38 -0.052
H -2.47 1.41 -0.21 0.003
H -3.73 2.28 -0.17 0.045
O 2.82 -1.34 0.05 -0.036
H 3.31 -1.31 0.88 0.080
H 3.37 -0.87 -0.58 0.069
O 0.96 -0.87 -3.56 -0.052
H 1.91 -0.84 -3.44 0.031
H 0.63 -1.33 -2.78 0.031
O -1.07 1.11 -1.74 -0.038
H -0.54 1.91 -1.85 0.080
H -1.38 0.90 -2.63 0.074
O -1.63 0.16 2.43 -0.068
H -0.99 -0.33 1.89 -0.006
H -2.15 0.65 1.78 -0.009
O 0.25 -0.24 0.32 -0.065
H -0.06 0.14 -0.51 0.000
H 1.10 -0.67 0.14 -0.003

=====

4.
16
Properties=species:S:1:pos:R:3:lowdin_charge:R:1 method="wB97M-V/def2-TZVPD" smiles="C[C@H](CS)NC=O" homo_ev=-9.25 lumo_ev=0.636 relative_energy_kj_mol=187.4
C 1.29 0.54 1.47 -0.070
C 0.12 -0.13 0.71 -0.429
C 0.63 -1.39 -0.15 -0.456
S 0.78 -1.17 -2.01 0.631
N -0.65 0.76 -0.07 0.034
C -1.61 1.49 0.53 -0.326
O -1.83 1.51 1.75 -0.003
H 0.79 1.38 1.98 0.079
H 2.12 0.88 0.83 0.083
H 1.75 0.06 2.31 0.065
H -0.28 -0.77 1.61 0.176
H 1.46 -1.88 0.21 0.028
H -0.26 -2.09 -0.04 0.081
H 0.88 -2.46 -2.47 -0.146
H -0.17 1.03 -0.97 0.141
H -2.15 2.17 -0.07 0.112

=====

Please write out number 3 again, unchanged.
24
Properties=species:S:1:pos:R:3:lowdin_charge:R:1 method="wB97M-V/def2-TZVPD" smiles=O.O.O.O.O.O.O.O homo_ev=-10.49 lumo_ev=-0.301 relative_energy_kj_mol=179.2
O 0.89 -3.65 0.74 -0.054
H 1.53 -2.97 0.53 -0.017
H 0.26 -3.23 1.34 0.034
O 0.35 2.70 2.35 -0.072
H -0.52 2.78 2.75 0.029
H 0.30 1.86 1.88 -0.005
O -3.16 1.74 0.38 -0.052
H -2.47 1.41 -0.21 0.003
H -3.73 2.28 -0.17 0.045
O 2.82 -1.34 0.05 -0.036
H 3.31 -1.31 0.88 0.080
H 3.37 -0.87 -0.58 0.069
O 0.96 -0.87 -3.56 -0.052
H 1.91 -0.84 -3.44 0.031
H 0.63 -1.33 -2.78 0.031
O -1.07 1.11 -1.74 -0.038
H -0.54 1.91 -1.85 0.080
H -1.38 0.90 -2.63 0.074
O -1.63 0.16 2.43 -0.068
H -0.99 -0.33 1.89 -0.006
H -2.15 0.65 1.78 -0.009
O 0.25 -0.24 0.32 -0.065
H -0.06 0.14 -0.51 0.000
H 1.10 -0.67 0.14 -0.003